Entry 1:
DFT (ωB97M-V/def2-TZVPD) results for the molecule C9H9FO5.

The geometry in XYZ format:
```
24
Properties=species:S:1:pos:R:3:forces:R:3:mulliken_charge:R:1
O 2.031 -2.928 1.683 -2.15 3.22 -7.85 -0.472
C 1.742 -2.402 0.486 3.02 -2.11 6.25 0.313
O 2.758 -1.484 -0.107 -3.60 -0.60 2.26 -0.344
C 2.348 -0.150 0.444 -0.76 1.46 -0.80 -0.412
C 1.477 0.608 -0.762 -0.04 0.79 0.00 -0.536
C 0.170 1.424 -0.187 -2.38 -1.97 0.54 0.341
C -1.105 0.810 0.276 3.13 3.34 -0.77 0.312
C -1.619 -0.743 0.375 -0.25 1.08 -0.24 -0.440
C -1.993 -1.446 -1.058 -0.16 -1.32 0.58 -0.313
F -1.109 -1.080 -2.189 -1.91 -0.46 2.50 -0.300
C -1.929 2.149 0.751 -5.09 -1.98 0.10 0.306
O -3.266 2.216 0.778 9.22 0.32 0.26 -0.515
O -0.902 3.159 1.147 -1.22 -0.50 -3.71 -0.248
C 0.080 3.068 0.017 2.78 2.14 -2.03 0.270
O 0.728 4.062 -0.602 -4.76 -6.95 4.79 -0.507
H 0.702 -2.649 -0.007 2.34 0.74 0.39 0.262
H 3.293 0.516 0.641 -1.76 -1.75 -0.15 0.317
H 1.661 -0.258 1.401 1.72 0.20 -1.86 0.328
H 2.161 1.387 -1.318 -1.36 -1.55 1.16 0.313
H 1.216 -0.229 -1.538 0.04 1.75 1.55 0.239
H -2.622 -0.723 1.012 2.22 -0.08 -1.36 0.325
H -0.826 -1.393 0.940 -1.44 1.49 -1.04 0.185
H -1.859 -2.621 -0.898 -0.17 2.57 -0.50 0.269
H -3.138 -1.292 -1.286 2.58 0.16 -0.09 0.308
```
Forces are in eV/Å.

The value obtained for the molar mass is 216.16 g/mol. The HOMO-LUMO gap is 9.01 eV. As for the multiplicity: 1. As for the SMILES: O=COCCC1=C(CCF)C(=O)OC1=O.


Entry 2:
DFT (ωB97M-V/def2-TZVPD) results for a cluster of 6 separate species, C6H18BrN6O14P in total.

The geometry in XYZ format:
```
46
Properties=species:S:1:pos:R:3:forces:R:3:mulliken_charge:R:1
N 0.230 1.538 -1.474 -1.58 -3.72 1.72 -0.306
O 0.211 2.858 -1.763 -2.77 4.02 -3.41 -0.159
C -0.682 3.164 -2.892 3.24 0.26 -6.96 0.490
O -0.113 3.172 -4.128 -4.15 0.06 8.57 -0.446
O -2.108 3.516 -2.816 1.69 -1.85 0.99 -0.308
P -2.981 2.467 -1.714 -0.15 -1.73 0.47 0.579
O -3.948 1.282 -2.587 1.56 1.45 1.06 -0.498
Br -4.557 3.712 -0.561 0.93 -0.08 -1.57 -0.226
H -0.282 0.973 -2.209 0.98 0.74 1.03 0.244
H -0.338 1.468 -0.577 0.69 -0.37 -1.51 0.278
H -3.656 0.383 -2.256 -0.25 1.56 -0.37 0.348
C -6.865 -0.508 1.019 0.05 -0.37 0.11 -0.711
N -6.161 0.715 0.546 0.33 0.74 -0.39 0.821
O -4.930 0.739 0.660 -1.53 0.09 -0.23 -0.482
O -6.865 1.615 0.073 1.08 -1.27 0.77 -0.471
H -6.126 -1.212 1.408 -0.10 0.28 -0.12 0.304
H -7.560 -0.205 1.805 0.04 -0.05 -0.26 0.250
H -7.393 -0.935 0.164 0.01 0.20 0.15 0.304
C 3.346 -1.327 -0.114 0.18 0.12 -0.23 -0.663
N 1.968 -1.316 -0.674 -0.75 0.05 -0.61 0.924
O 1.844 -1.014 -1.867 -0.13 -0.55 1.76 -0.516
O 1.049 -1.610 0.099 0.97 0.48 -1.18 -0.565
H 4.050 -1.051 -0.902 -0.43 -0.17 0.20 0.289
H 3.376 -0.603 0.702 -0.09 -0.22 -0.08 0.303
H 3.547 -2.339 0.245 -0.08 0.21 0.00 0.218
C 6.823 0.937 -0.732 -0.27 0.20 -0.10 -0.714
N 7.086 -0.384 -0.100 0.34 -0.92 0.47 0.829
O 6.104 -1.065 0.217 1.70 0.71 -0.25 -0.463
O 8.270 -0.699 0.062 -1.87 0.27 -0.19 -0.519
H 5.744 1.083 -0.812 0.26 -0.13 0.06 0.273
H 7.270 1.703 -0.095 0.04 -0.18 -0.18 0.288
H 7.284 0.926 -1.722 0.03 0.02 0.26 0.299
C 6.970 -4.786 -0.789 0.30 0.06 -0.15 -0.724
N 5.537 -4.386 -0.799 -0.96 0.33 -0.07 0.835
O 5.187 -3.554 -1.644 0.24 -1.18 1.26 -0.465
O 4.803 -4.919 0.042 0.90 0.92 -1.27 -0.516
H 7.494 -4.242 -1.577 -0.25 -0.08 0.20 0.306
H 7.377 -4.531 0.192 -0.15 -0.13 -0.14 0.284
H 7.013 -5.862 -0.969 -0.06 0.18 0.17 0.293
C -6.741 2.685 4.057 0.25 0.26 0.09 -0.713
N -7.008 1.222 4.104 0.18 -0.98 0.29 0.856
O -6.114 0.498 4.560 -1.52 0.84 -0.79 -0.498
O -8.106 0.841 3.682 1.44 0.33 0.59 -0.525
H -5.744 2.875 4.458 -0.26 -0.19 -0.10 0.304
H -6.804 2.998 3.013 -0.14 -0.06 0.17 0.279
H -7.502 3.178 4.666 0.04 -0.12 -0.23 0.289
```
Forces are in eV/Å.

The value obtained for the molar mass is 509.12 g/mol. The HOMO-LUMO gap is 8.82 eV. As for the multiplicity: 1. As for the SMILES: NOC(=O)OP(O)Br.C[N+](=O)[O-].C[N+](=O)[O-].C[N+](=O)[O-].C[N+](=O)[O-].C[N+](=O)[O-].


> The highest HOMO-LUMO gap belongs to which entry?

C9H9FO5


> What is the HOMO-LUMO gap in the second record?

8.82 eV